(1)
Here is 2 unconnected molecules or ions with the total composition C3H12N3O from the OMol25 dataset. Energies are from wB97M-V/def2-TZVPD.

Results
Total charge: +1
Frontier orbital gap: 9.7 eV

Each atom is followed by the atoms it is bonded to, with distances in Å.
Geometry (Å):
1 N 2.19 -2.30 -0.04  C2 1.413, H4 1.016, H5 1.009
2 C 1.21 -2.28 0.97  N1 1.413, O3 1.496, H6 1.086, H7 1.089
3 O -0.09 -1.59 0.69  C2 1.496, H8 0.964
4 H 1.88 -2.67 -0.94  N1 1.016
5 H 2.60 -1.40 -0.25  N1 1.009
6 H 0.91 -3.28 1.26  C2 1.086
7 H 1.61 -1.73 1.83  C2 1.089
8 H -0.47 -2.08 -0.05  O3 0.964
9 C -1.55 2.04 -0.25  C10 1.342, N12 1.362, H13 1.085
10 C -0.41 1.48 -0.69  C9 1.342, N11 1.459, H14 1.078
11 N 0.55 1.01 0.30  C10 1.459, H15 1.026, H16 1.017, H17 1.065
12 N -2.62 2.34 -1.04  C9 1.362, H18 1.011, H19 1.007
13 H -1.66 2.28 0.81  C9 1.085
14 H -0.28 1.29 -1.74  C10 1.078
15 H 1.50 1.35 0.10  N11 1.026
16 H 0.31 1.32 1.24  N11 1.017
17 H 0.58 -0.06 0.35  N11 1.065
18 H -2.71 1.88 -1.93  N12 1.011
19 H -3.53 2.40 -0.61  N12 1.007

---

(2)
Here is C23H32Cl2NO6P in the gas phase from the OMol25 dataset. Energies are from wB97M-V/def2-TZVPD.

Results
Frontier orbital gap: 9.3 eV
Structure (SMILES): C[C@]12CC[C@@H]3c4ccc(OC(=O)N(CCCl)CCCl)cc4CC[C@H]3[C@@H]1CC[C@@H]2OP(=O)(O)O

Each atom is followed by the atoms it is bonded to, with distances in Å.
Geometry (Å):
1 C -4.06 -1.03 0.50  H2 1.085, H3 1.085, H4 1.086, C5 1.527
2 H -4.45 -0.91 1.50  C1 1.085
3 H -3.07 -1.47 0.58  C1 1.085
4 H -4.69 -1.73 -0.04  C1 1.086
5 C -4.01 0.30 -0.25  C1 1.527, C6 1.526, C22 1.539, C29 1.539
6 C -3.49 0.09 -1.67  C5 1.526, H7 1.091, H8 1.094, C9 1.533
7 H -4.06 -0.69 -2.17  C6 1.091
8 H -3.61 1.02 -2.24  C6 1.094
9 C -2.00 -0.29 -1.65  C6 1.533, H10 1.090, H11 1.090, C12 1.537
10 H -1.67 -0.33 -2.69  C9 1.090
11 H -1.88 -1.29 -1.23  C9 1.090
12 C -1.14 0.71 -0.87  C9 1.537, C13 1.516, C21 1.539, H65 1.100
13 C 0.32 0.32 -0.82  C12 1.516, C14 1.392, C18 1.396
14 C 0.93 -0.31 -1.90  C13 1.392, C15 1.380, H64 1.078
15 C 2.27 -0.66 -1.89  C14 1.380, C16 1.387, H63 1.079
16 C 3.03 -0.37 -0.77  C15 1.387, C17 1.381, O45 1.390
17 C 2.45 0.26 0.32  C16 1.381, C18 1.390, H44 1.079
18 C 1.11 0.62 0.29  C13 1.396, C17 1.390, C19 1.504
19 C 0.56 1.31 1.51  C18 1.504, C20 1.523, H42 1.092, H43 1.095
20 C -0.80 1.94 1.27  C19 1.523, C21 1.525, H40 1.091, H41 1.092
21 C -1.69 0.92 0.56  C12 1.539, C20 1.525, C22 1.522, H39 1.093
22 C -3.14 1.36 0.44  C5 1.539, C21 1.522, C23 1.532, H38 1.098
23 C -3.92 1.70 1.71  C22 1.532, H24 1.089, H25 1.090, C26 1.542
24 H -3.70 2.71 2.07  C23 1.089
25 H -3.68 1.01 2.51  C23 1.090
26 C -5.40 1.57 1.29  C23 1.542, H27 1.089, H28 1.088, C29 1.541
27 H -5.92 2.52 1.32  C26 1.089
28 H -5.95 0.87 1.92  C26 1.088
29 C -5.37 1.02 -0.15  C5 1.539, C26 1.541, H30 1.098, O31 1.413
30 H -5.36 1.86 -0.86  C29 1.098
31 O -6.54 0.32 -0.53  C29 1.413, P32 1.575
32 P -7.17 -1.06 -0.13  O31 1.575, O33 1.467, O34 1.596, O36 1.596
33 O -6.74 -2.27 -0.84  P32 1.467
34 O -8.71 -0.74 -0.38  P32 1.596, H35 0.955
35 H -8.96 -1.06 -1.25  O34 0.955
36 O -7.09 -1.16 1.46  P32 1.596, H37 0.956
37 H -7.23 -2.06 1.72  O36 0.956
38 H -3.15 2.26 -0.20  C22 1.098
39 H -1.63 -0.02 1.11  C21 1.093
40 H -1.25 2.23 2.22  C20 1.091
41 H -0.70 2.83 0.65  C20 1.092
42 H 1.28 2.07 1.84  C19 1.092
43 H 0.48 0.58 2.32  C19 1.095
44 H 3.05 0.49 1.19  C17 1.079
45 O 4.35 -0.81 -0.77  C16 1.390, C46 1.349
46 C 5.32 -0.04 -0.22  O45 1.349, O47 1.205, N48 1.363
47 O 5.19 1.10 0.14  C46 1.205
48 N 6.51 -0.71 -0.16  C46 1.363, C49 1.443, C56 1.448
49 C 6.66 -2.10 -0.52  N48 1.443, C50 1.529, H54 1.091, H55 1.095
50 C 6.62 -3.02 0.70  C49 1.529, H51 1.090, H52 1.089, Cl53 1.785
51 H 7.39 -2.76 1.42  C50 1.090
52 H 6.74 -4.06 0.39  C50 1.089
53 Cl 5.05 -2.88 1.54  C50 1.785
54 H 5.86 -2.37 -1.21  C49 1.091
55 H 7.63 -2.23 -1.03  C49 1.095
56 C 7.65 0.02 0.36  N48 1.448, C57 1.528, H61 1.093, H62 1.091
57 C 8.28 0.88 -0.72  C56 1.528, H58 1.089, H59 1.091, Cl60 1.778
58 H 7.61 1.70 -0.99  C57 1.089
59 H 8.52 0.29 -1.61  C57 1.091
60 Cl 9.80 1.58 -0.13  C57 1.778
61 H 7.31 0.66 1.18  C56 1.093
62 H 8.38 -0.70 0.75  C56 1.091
63 H 2.72 -1.15 -2.73  C15 1.079
64 H 0.36 -0.53 -2.79  C14 1.078
65 H -1.20 1.67 -1.39  C12 1.100

---

(3)
Here is C23H38O in the gas phase from the OMol25 dataset. Energies are from wB97M-V/def2-TZVPD.

Results
Frontier orbital gap: 9.2 eV
Structure (SMILES): CC(=O)CC/C=C(/C)CC/C=C(/C)CC/C=C(\C)CCC=C(C)C

Each atom is followed by the atoms it is bonded to, with distances in Å.
Geometry (Å):
1 C -0.04 3.07 2.35  C2 1.508, H60 1.086, H61 1.089, H62 1.087
2 C -0.37 1.71 1.79  C1 1.508, O3 1.207, C4 1.509
3 O -0.15 0.69 2.40  C2 1.207
4 C -1.03 1.70 0.44  C2 1.509, H5 1.092, C6 1.543, H59 1.091
5 H -1.09 0.68 0.07  C4 1.092
6 C -2.46 2.28 0.54  C4 1.543, C7 1.496, H57 1.090, H58 1.093
7 C -3.21 2.02 -0.73  C6 1.496, C8 1.328, H56 1.083
8 C -4.12 1.09 -0.95  C7 1.328, C9 1.502, C13 1.510
9 C -4.79 0.96 -2.29  C8 1.502, H10 1.090, H11 1.090, H12 1.087
10 H -4.67 -0.05 -2.68  C9 1.090
11 H -5.86 1.15 -2.19  C9 1.090
12 H -4.38 1.67 -3.00  C9 1.087
13 C -4.61 0.10 0.09  C8 1.510, H14 1.094, H15 1.092, C16 1.536
14 H -5.04 0.65 0.94  C13 1.094
15 H -5.41 -0.49 -0.35  C13 1.092
16 C -3.53 -0.86 0.63  C13 1.536, C17 1.499, H54 1.096, H55 1.092
17 C -2.66 -1.43 -0.45  C16 1.499, C18 1.330, H53 1.080
18 C -1.60 -2.21 -0.23  C17 1.330, C19 1.499, C23 1.508
19 C -0.80 -2.74 -1.37  C18 1.499, H20 1.088, H21 1.090, H22 1.088
20 H -1.19 -2.38 -2.32  C19 1.088
21 H -0.82 -3.83 -1.38  C19 1.090
22 H 0.24 -2.43 -1.29  C19 1.088
23 C -1.21 -2.60 1.17  C18 1.508, H24 1.096, H25 1.093, C26 1.531
24 H -1.96 -3.31 1.55  C23 1.096
25 H -1.26 -1.72 1.82  C23 1.093
26 C 0.18 -3.22 1.33  C23 1.531, C27 1.497, H51 1.096, H52 1.089
27 C 1.26 -2.21 1.08  C26 1.497, C28 1.328, H50 1.083
28 C 2.40 -2.36 0.41  C27 1.328, C29 1.501, C33 1.507
29 C 2.85 -3.63 -0.25  C28 1.501, H30 1.086, H31 1.089, H32 1.091
30 H 2.05 -4.36 -0.33  C29 1.086
31 H 3.22 -3.42 -1.25  C29 1.089
32 H 3.66 -4.08 0.32  C29 1.091
33 C 3.35 -1.20 0.26  C28 1.507, H34 1.092, H35 1.091, C36 1.541
34 H 4.37 -1.57 0.19  C33 1.092
35 H 3.28 -0.54 1.12  C33 1.091
36 C 3.02 -0.39 -1.01  C33 1.541, C37 1.498, H48 1.091, H49 1.092
37 C 4.02 0.70 -1.22  C36 1.498, C38 1.327, H47 1.083
38 C 3.95 1.94 -0.75  C37 1.327, C39 1.500, C43 1.501
39 C 2.82 2.48 0.08  C38 1.500, H40 1.085, H41 1.089, H42 1.091
40 H 2.14 1.70 0.39  C39 1.085
41 H 3.21 2.97 0.97  C39 1.089
42 H 2.27 3.23 -0.50  C39 1.091
43 C 5.04 2.94 -1.02  C38 1.501, H44 1.090, H45 1.087, H46 1.090
44 H 5.50 3.26 -0.08  C43 1.090
45 H 5.81 2.52 -1.66  C43 1.087
46 H 4.63 3.83 -1.50  C43 1.090
47 H 4.90 0.41 -1.78  C37 1.083
48 H 2.01 0.01 -0.92  C36 1.091
49 H 3.03 -1.06 -1.88  C36 1.092
50 H 1.06 -1.24 1.53  C27 1.083
51 H 0.27 -3.56 2.37  C26 1.096
52 H 0.29 -4.09 0.70  C26 1.089
53 H -2.93 -1.18 -1.46  C17 1.080
54 H -4.04 -1.67 1.17  C16 1.096
55 H -2.91 -0.35 1.36  C16 1.092
56 H -2.92 2.67 -1.55  C7 1.083
57 H -2.98 1.83 1.38  C6 1.090
58 H -2.40 3.36 0.71  C6 1.093
59 H -0.46 2.30 -0.27  C4 1.091
60 H 0.38 3.72 1.58  C1 1.086
61 H -0.96 3.53 2.72  C1 1.089
62 H 0.66 2.98 3.18  C1 1.087

---

(4)
Here is C6H5BO2S in the gas phase from the OMol25 dataset. Energies are from wB97M-V/def2-TZVPD.

Results
Frontier orbital gap: 7.1 eV

Each atom is followed by the atoms it is bonded to, with distances in Å.
Geometry (Å):
1 B -0.38 1.23 -0.17  C5 1.533, O9 1.185
2 C 2.48 -1.17 -0.10  C3 1.385, C4 1.309, H11 1.062
3 C 1.14 -0.80 0.01  C2 1.385, C5 1.352, H12 1.149
4 C 3.30 -0.16 0.07  C2 1.309, S10 1.712, H13 1.130
5 C 0.98 0.54 0.00  B1 1.533, C3 1.352, S10 1.744
6 C -3.06 -0.20 0.15  C7 1.343, O8 1.242, H14 1.151
7 C -2.83 1.08 -0.15  C6 1.343, O9 1.380, H15 1.055
8 O -2.25 -1.14 0.26  C6 1.242
9 O -1.53 1.49 -0.34  B1 1.185, C7 1.380
10 S 2.52 1.35 -0.07  C4 1.712, C5 1.744
11 H 2.76 -2.19 -0.09  C2 1.062
12 H 0.16 -1.39 0.09  C3 1.149
13 H 4.43 -0.06 0.11  C4 1.130
14 H -4.16 -0.42 0.43  C6 1.151
15 H -3.56 1.84 -0.19  C7 1.055

---

(5)
Here is a gas-phase ion, C5H6N (charge +1) from the OMol25 dataset. Energies are from wB97M-V/def2-TZVPD.

Results
Total charge: +1
Frontier orbital gap (spin up / spin down): 6.6 / 7.0 eV

Each atom is followed by the atoms it is bonded to, with distances in Å.
Geometry (Å):
1 C 0.63 1.64 -0.03  C2 1.498, N6 1.424
2 C -0.54 0.70 -0.08  C1 1.498, C3 1.438, C4 1.467
3 C 0.12 -0.58 -0.04  C2 1.438, C5 1.499, H7 1.089, H8 1.208
4 C -1.98 0.86 0.13  C2 1.467, H9 1.018, H10 1.062
5 C 1.58 -0.32 0.13  C3 1.499, N6 1.354, H11 1.097
6 N 1.90 0.99 -0.03  C1 1.424, C5 1.354, H12 1.040
7 H -0.46 -1.37 0.44  C3 1.089
8 H 0.04 -1.02 -1.16  C3 1.208
9 H -2.45 -0.05 0.11  C4 1.018
10 H -2.44 1.80 0.30  C4 1.062
11 H 2.26 -1.15 0.38  C5 1.097
12 H 2.69 1.61 0.24  N6 1.040

---

Total energy values, unit Ha, following the record order: -360.74497, -2663.76465, -974.36935, -805.05663, -248.40526.
Relative energy (zero: lowest compared OMol25 entry of this formula, charge and spin) values, unit kcal/mol, following the record order: 56.3, 3.9, 5.8, 6.8, 132.0.